94
Properties=species:S:1:pos:R:3:forces:R:3 method="wB97M-V/def2-TZVPD" e_above_lowest_kcal_mol=4.4
C -0.985660 6.228324 3.639417 0.002 0.026 0.061
C -1.670092 4.888535 3.920539 -0.013 0.070 0.130
C -2.902838 4.592506 3.060468 -0.093 0.062 0.032
C -2.753277 4.857669 1.560986 0.057 -0.157 0.027
C -1.550206 4.180262 0.898991 0.074 0.000 -0.144
C -1.561957 2.644745 1.007492 0.022 0.003 0.048
C -0.275001 2.051659 1.584957 0.005 0.179 -0.024
C -0.460782 0.611813 2.056796 0.208 -0.102 0.095
C -0.652589 -0.405732 0.921001 -0.093 0.241 -0.065
N -1.738079 -1.375254 1.065350 0.070 -0.152 -0.191
C -2.063366 -1.910811 2.382797 -0.154 0.108 0.156
C -3.353024 -1.418762 3.037430 0.036 -0.241 -0.062
C -3.466724 -1.941407 4.463066 0.089 0.153 0.038
F -3.390847 -0.024132 3.073849 -0.072 0.036 0.053
O -2.907639 -0.871950 0.443351 -0.200 -0.058 0.231
C -3.273705 -1.668319 -0.666323 0.109 -0.096 -0.129
C -4.783438 -1.775134 -0.780494 0.020 -0.067 -0.014
C -5.155655 -2.443515 -2.100513 0.052 -0.035 0.008
O -5.310307 -0.462121 -0.682083 -0.109 0.016 -0.088
C 0.648689 -1.145955 0.534136 0.161 0.119 -0.289
O 0.415413 -2.028219 -0.520913 0.146 0.076 -0.224
O 1.575162 -0.108813 0.143771 -0.002 -0.067 -0.035
C 2.077093 0.049984 -1.181165 -0.010 -0.135 0.012
C 3.135713 -1.015050 -1.579579 -0.014 -0.030 0.181
C 2.920259 -1.951887 -2.758377 -0.212 0.099 -0.067
O 2.959286 -1.298396 -4.015135 0.074 -0.116 0.160
Si 4.351130 -0.834047 -4.780795 0.078 0.182 -0.170
C 3.844105 -0.482093 -6.536893 -0.108 -0.190 -0.005
C 5.097855 0.712504 -4.012001 -0.143 0.021 -0.043
C 5.620826 -2.203352 -4.758093 -0.073 -0.104 0.099
P 0.837700 0.665692 -2.391458 -0.179 -0.091 0.141
O -0.125309 1.608820 -1.795495 0.213 -0.153 -0.104
O 1.732084 1.355602 -3.539102 -0.019 0.131 0.219
O 0.175565 -0.569639 -3.156373 0.013 0.142 0.085
P 1.323111 -2.200745 1.971364 0.013 0.020 -0.177
C 2.650519 -1.126366 2.652429 -0.058 0.062 0.270
C 2.330370 -3.477449 1.080432 0.194 -0.024 0.042
C 2.210378 -4.872481 1.733232 0.198 0.080 -0.017
H 0.028753 6.237906 4.043432 -0.038 0.018 0.022
H -1.528450 7.051135 4.111816 -0.027 -0.010 -0.093
H -0.914336 6.448066 2.573413 0.031 -0.043 0.042
H -0.949920 4.069375 3.843013 -0.003 0.070 -0.151
H -1.992856 4.897780 4.966840 0.078 -0.145 -0.017
H -3.194247 3.548472 3.208721 0.025 0.043 0.084
H -3.740914 5.190606 3.435825 0.003 -0.008 -0.074
H -2.712181 5.936489 1.384370 -0.005 -0.036 -0.058
H -3.654896 4.488495 1.059682 -0.021 0.114 0.035
H -1.553891 4.466259 -0.157054 0.088 0.008 0.041
H -0.612307 4.572574 1.310548 -0.092 -0.015 0.045
H -2.400043 2.322055 1.633777 0.000 -0.001 -0.063
H -1.720350 2.221914 0.015270 -0.121 -0.061 0.046
H 0.049297 2.657429 2.440198 -0.044 -0.068 -0.034
H 0.519507 2.113060 0.836297 -0.005 -0.018 0.058
H -1.344952 0.583827 2.690695 0.009 -0.007 0.030
H 0.386754 0.321169 2.689230 -0.072 0.002 -0.079
H -0.916448 0.149273 0.015694 -0.011 0.026 0.020
H -2.168057 -3.000458 2.305263 0.006 0.025 0.041
H -1.220319 -1.735729 3.054403 -0.034 0.032 -0.083
H -4.212513 -1.734133 2.443802 0.042 0.116 -0.079
H -2.896582 -2.862200 4.593780 -0.094 -0.047 -0.018
H -3.048093 -1.190745 5.136423 0.037 -0.069 -0.021
H -4.501588 -2.115534 4.754025 0.019 0.001 -0.005
H -2.855170 -2.672873 -0.546606 -0.046 0.030 -0.029
H -2.869593 -1.234190 -1.594288 -0.013 0.064 0.035
H -5.158690 -2.388279 0.050828 0.087 0.063 0.052
H -4.484424 -3.276841 -2.324382 -0.047 -0.005 0.042
H -5.078962 -1.716617 -2.911187 0.015 -0.022 0.025
H -6.172127 -2.839125 -2.072955 -0.014 0.074 -0.032
H -6.267904 -0.504865 -0.776798 0.056 0.001 0.011
H -0.468690 -1.867139 -0.873480 -0.086 -0.026 0.054
H 2.623122 0.998399 -1.084351 -0.011 -0.042 0.075
H 4.100538 -0.512036 -1.694223 -0.070 -0.042 -0.052
H 3.239590 -1.648816 -0.700385 0.011 -0.004 0.108
H 3.682795 -2.739173 -2.712134 0.011 0.054 0.013
H 1.950790 -2.438486 -2.677797 -0.102 -0.011 0.026
H 3.309217 0.464352 -6.630295 0.047 0.007 -0.003
H 4.716745 -0.471392 -7.195221 -0.035 0.108 0.012
H 3.178426 -1.277537 -6.883271 0.033 0.039 -0.022
H 4.431317 1.100304 -3.240506 0.045 0.049 0.007
H 5.174874 1.486483 -4.780316 0.101 0.002 0.053
H 6.085836 0.554771 -3.576137 -0.021 -0.006 -0.006
H 5.273300 -3.083067 -5.305668 0.041 0.041 -0.017
H 5.876933 -2.525211 -3.744897 0.037 0.054 -0.033
H 6.534912 -1.835218 -5.230882 0.012 -0.072 -0.003
H 1.749247 2.307699 -3.362078 -0.005 -0.038 -0.145
H -0.496135 -0.232973 -3.769197 0.037 -0.162 0.012
H 3.440481 -1.773199 3.037842 0.001 0.028 0.016
H 2.252055 -0.552592 3.491721 0.105 0.008 -0.047
H 3.058789 -0.435193 1.917255 0.034 -0.082 -0.056
H 3.374190 -3.150864 1.077156 -0.039 -0.021 -0.011
H 2.012426 -3.517093 0.042266 -0.093 0.007 -0.014
H 1.800168 -5.603173 1.036198 -0.057 0.018 0.042
H 1.572276 -4.847323 2.617323 -0.034 -0.050 -0.030
H 3.187543 -5.242307 2.049936 -0.049 -0.005 -0.010

112
Properties=species:S:1:pos:R:3:forces:R:3 method="wB97M-V/def2-TZVPD" smiles="CCCCNB(B(N)O)P(O)(O)=S.COC(=O)OC.COC(=O)OC.COC(=O)OC.COC(=O)OC.COC(=O)OC.COC(=O)OC.COC(=O)OC"
C -2.103991 3.999906 -0.411917 0.313 0.010 0.298
C -1.069658 4.407478 -1.463020 -0.168 -0.009 0.030
C -1.718292 5.026163 -2.721439 0.213 -0.293 -0.279
C -1.325428 6.478918 -3.041179 0.471 0.530 -0.179
N -2.389219 7.443239 -2.762864 -0.789 -0.804 0.144
B -2.776847 7.822028 -1.475807 0.210 0.167 0.691
B -1.676377 8.356080 -0.270759 -0.284 -0.411 0.255
N -0.770832 7.541776 0.466344 0.539 0.023 -1.112
O -1.727383 9.721235 -0.007728 -0.183 -0.016 -0.256
P -4.684480 7.920573 -1.165409 0.414 1.136 -0.961
O -5.296784 6.441528 -1.037035 0.125 -0.624 0.164
O -4.944551 8.382333 0.323994 -0.016 0.631 0.713
S -5.484662 9.003738 -2.552745 -0.169 -0.187 0.104
H -2.746804 3.197912 -0.785056 -0.062 0.166 -0.014
H -2.716184 4.860043 -0.113816 -0.044 -0.165 -0.132
H -1.612571 3.625890 0.493421 -0.068 -0.008 -0.110
H -0.363370 5.116210 -1.014750 -0.009 -0.097 -0.139
H -0.470437 3.532864 -1.740676 -0.081 0.123 0.053
H -1.460845 4.412523 -3.593475 -0.076 0.035 0.153
H -2.807800 4.969090 -2.621395 0.092 0.049 -0.062
H -1.030808 6.568798 -4.093636 -0.112 0.008 0.147
H -0.446405 6.772388 -2.453332 -0.120 -0.060 -0.061
H -3.176580 7.348830 -3.401626 0.219 0.023 -0.181
H -0.643278 6.621362 0.067089 -0.078 -0.072 0.317
H 0.148842 7.957461 0.585498 -0.119 0.012 0.674
H -1.010072 10.231239 -0.375551 0.289 0.316 0.072
H -5.570523 6.164802 -1.909683 -0.340 -0.358 -0.417
H -5.157678 7.670900 0.930919 -0.091 -0.173 0.126
C 4.015055 6.499019 -2.073538 -0.062 0.072 -0.055
O 3.458411 6.971382 -0.839444 -0.059 -0.035 0.013
C 4.120923 6.568236 0.245661 0.115 -0.010 -0.048
O 5.101611 5.868873 0.242696 -0.064 0.069 0.061
O 3.515516 7.066484 1.319800 -0.016 -0.044 -0.015
C 4.127361 6.702424 2.566858 -0.051 0.051 0.027
H 3.377892 6.910383 -2.850017 0.004 -0.004 -0.014
H 5.035597 6.855490 -2.192210 0.020 -0.016 0.013
H 4.003695 5.411537 -2.110161 0.018 -0.010 0.022
H 5.151500 7.065679 2.606424 0.020 -0.013 -0.013
H 4.118849 5.622348 2.696961 0.018 -0.013 -0.022
H 3.523509 7.182042 3.329974 0.004 -0.006 0.015
C -3.888683 1.859066 2.454994 -0.072 0.117 -0.092
O -2.509290 1.479694 2.406881 0.011 0.027 -0.011
C -2.180102 0.518863 3.269916 -0.045 -0.037 0.059
O -2.933175 -0.029518 4.031753 -0.012 0.017 -0.004
O -0.883147 0.258712 3.135043 0.021 -0.018 0.002
C -0.402662 -0.779894 4.000920 0.066 -0.013 -0.003
H -4.000502 2.639563 1.708366 0.016 0.009 -0.006
H -4.530788 1.014078 2.213399 0.017 -0.035 0.034
H -4.146797 2.241727 3.439885 0.001 -0.033 0.027
H -0.912530 -1.719923 3.797398 -0.014 0.003 0.000
H -0.550841 -0.505865 5.042856 -0.016 -0.006 0.005
H 0.653788 -0.869246 3.776287 0.062 -0.019 0.007
C -1.655561 -5.821988 -0.694984 -0.058 -0.127 -0.137
O -2.287672 -4.538640 -0.829089 -0.013 0.003 0.032
C -1.817677 -3.630618 0.014752 0.239 -0.099 -0.023
O -0.920381 -3.819098 0.805006 -0.071 0.091 -0.046
O -2.461122 -2.483282 -0.150766 -0.025 -0.041 0.067
C -2.053526 -1.471738 0.781401 -0.083 0.173 -0.085
H -2.092034 -6.453528 -1.461817 -0.027 0.043 -0.028
H -0.582668 -5.735351 -0.852029 0.012 -0.002 0.015
H -1.851446 -6.236589 0.291619 0.023 0.018 0.028
H -0.993542 -1.252640 0.678566 0.017 -0.034 0.014
H -2.270719 -1.796090 1.797428 0.015 -0.009 0.015
H -2.637537 -0.590325 0.535756 -0.022 -0.013 -0.030
C 2.288274 -4.555374 -0.221951 -0.140 -0.045 0.075
O 2.819003 -5.744709 -0.821071 -0.003 -0.026 0.033
C 3.411221 -5.550065 -1.996596 0.038 0.074 -0.062
O 3.547690 -4.492849 -2.553974 -0.001 -0.021 0.025
O 3.823656 -6.732135 -2.457568 0.135 0.088 0.041
C 4.483999 -6.669378 -3.727662 0.025 -0.051 -0.001
H 1.834027 -4.874895 0.710369 -0.013 -0.007 -0.004
H 3.076566 -3.829731 -0.031757 0.000 -0.096 -0.110
H 1.529808 -4.114571 -0.864664 0.027 0.064 -0.009
H 5.373513 -6.046623 -3.665263 -0.001 0.019 0.005
H 3.815392 -6.268242 -4.486803 0.000 0.025 0.001
H 4.754418 -7.694241 -3.961347 0.009 -0.005 -0.017
C 3.289667 3.270094 0.247176 -0.078 -0.016 -0.047
O 2.997196 1.884370 0.024519 -0.085 0.027 0.045
C 3.689289 1.059216 0.805408 0.273 -0.022 -0.180
O 4.487432 1.387026 1.644655 -0.089 0.007 0.090
O 3.386870 -0.194901 0.471255 -0.075 0.002 0.047
C 4.124384 -1.182868 1.197256 -0.052 -0.063 -0.014
H 2.664175 3.811574 -0.458388 0.003 0.002 0.001
H 3.032086 3.550767 1.267500 0.032 0.013 0.009
H 4.340768 3.478230 0.065733 -0.004 -0.007 0.032
H 3.934526 -1.095907 2.265117 0.002 0.004 0.018
H 5.191112 -1.076422 1.012302 0.013 0.014 -0.001
H 3.769233 -2.138264 0.822744 0.044 0.085 0.049
C -2.642538 -9.197582 -5.548737 -0.047 0.024 0.028
O -1.875733 -8.627440 -4.481551 -0.024 -0.005 -0.010
C -0.564648 -8.843479 -4.572972 0.040 -0.002 0.000
O -0.009615 -9.454983 -5.448394 -0.009 0.004 -0.002
O 0.026317 -8.265528 -3.529433 -0.014 0.006 0.009
C 1.451614 -8.415621 -3.492992 -0.068 0.047 0.157
H -3.673262 -8.937205 -5.331475 -0.011 -0.005 -0.011
H -2.337110 -8.777528 -6.504570 0.017 -0.004 -0.010
H -2.519435 -10.278164 -5.571952 0.017 -0.010 -0.006
H 1.902936 -7.966937 -4.376072 -0.019 -0.017 -0.021
H 1.722722 -9.467889 -3.440596 0.000 -0.027 -0.037
H 1.776778 -7.897647 -2.596064 -0.052 -0.075 -0.074
C -2.743494 -5.312419 7.031569 0.002 0.028 0.054
O -1.524745 -4.812611 6.471195 0.012 0.009 0.001
C -1.285626 -5.222580 5.226261 -0.090 -0.032 -0.012
O -1.991309 -5.954215 4.580311 0.029 0.013 0.007
O -0.138913 -4.685083 4.820877 0.045 0.011 -0.029
C 0.232454 -5.038647 3.479641 0.132 0.020 0.014
H -2.791510 -4.894149 8.031748 -0.012 -0.004 0.008
H -3.597283 -4.985675 6.441804 -0.003 -0.005 -0.019
H -2.727454 -6.399439 7.073926 0.000 -0.011 -0.017
H -0.514714 -4.706385 2.767425 -0.024 -0.039 0.030
H 0.381301 -6.113977 3.395169 -0.048 -0.015 0.025
H 1.170671 -4.521492 3.296979 0.003 0.017 0.026

no.,energy (Ha),LUMO energy (eV),frontier orbital gap (eV)
1,-2714.98427,0.476,8.8
2,-3691.52754,0.269,8.6